{"formula": "C30H30F10O30", "method": "ωB97M-V/def2-TZVPD", "total_energy_ha": -4416.6520, "charge": 1, "gap_ev": [9.054, 3.428], "s_squared": 0.75, "spin_multiplicity": 2, "lumo_ev": [-4.15, -9.77], "homo_energy_ha": [-0.4851, -0.4851], "elements": ["F", "F", "F", "F", "F", "F", "F", "F", "F", "F", "O", "O", "O", "O", "O", "O", "O", "O", "O", "O", "O", "O", "O", "O", "O", "O", "O", "O", "O", "O", "O", "O", "O", "O", "O", "O", "O", "O", "O", "O", "C", "C", "C", "C", "C", "C", "C", "C", "C", "C", "C", "C", "C", "C", "C", "C", "C", "C", "C", "C", "C", "C", "C", "C", "C", "C", "C", "C", "C", "C", "H", "H", "H", "H", "H", "H", "H", "H", "H", "H", "H", "H", "H", "H", "H", "H", "H", "H", "H", "H", "H", "H", "H", "H", "H", "H", "H", "H", "H", "H"], "coordinates": [[5.934, 5.928, 20.493], [3.869, 6.713, 7.982], [3.542, 5.882, 15.283], [4.667, 2.795, 13.730], [11.094, 8.275, 15.584], [5.286, 11.093, 11.238], [15.127, 3.354, 18.332], [10.726, 1.286, 11.323], [6.812, 0.122, 18.959], [9.509, 5.405, 14.335], [11.147, 10.759, 17.790], [8.332, 9.304, 13.846], [8.699, 2.294, 11.347], [7.557, 7.243, 18.534], [10.780, 9.645, 19.851], [7.481, 6.093, 13.920], [6.721, 1.315, 11.138], [8.223, 0.699, 12.702], [6.148, 5.653, 18.306], [7.268, 3.930, 14.083], [13.262, 4.029, 17.273], [2.358, 4.468, 14.027], [2.318, 6.278, 9.501], [3.539, 4.968, 10.806], [10.342, -0.766, 20.698], [6.018, 7.450, 16.948], [8.329, 0.283, 20.608], [6.322, 2.526, 16.971], [6.933, 10.535, 12.579], [11.817, 4.216, 18.985], [0.820, 6.017, 14.237], [7.066, 8.408, 12.098], [6.061, 1.509, 14.895], [9.872, 0.703, 19.048], [10.763, 8.607, 17.800], [4.283, 1.809, 16.256], [0.251, 3.874, 14.540], [6.285, 4.929, 12.274], [10.957, 4.221, 16.936], [1.348, 5.299, 11.292], [1.107, 4.695, 14.351], [2.316, 5.450, 10.593], [5.688, 1.844, 16.181], [6.933, 4.932, 13.394], [2.980, 5.730, 14.052], [3.732, 6.456, 9.236], [11.970, 4.166, 17.647], [9.616, 0.042, 20.197], [3.747, 1.255, 15.063], [8.760, 1.455, 18.731], [9.911, 2.066, 12.034], [1.909, 6.817, 14.013], [7.521, 9.412, 12.953], [4.826, 1.518, 14.141], [4.402, 5.187, 9.676], [5.936, 8.824, 11.345], [7.635, 0.981, 19.627], [6.292, 10.278, 11.284], [6.694, 5.409, 19.582], [13.052, 3.954, 19.547], [7.936, 6.172, 19.448], [10.449, 9.005, 16.408], [7.788, 4.362, 15.374], [14.057, 4.158, 18.381], [9.335, 1.285, 13.278], [7.731, 1.421, 11.710], [8.365, 5.633, 14.984], [11.208, 10.311, 16.410], [6.453, 6.857, 17.917], [10.859, 9.696, 18.630], [14.420, 5.186, 18.398], [13.133, 3.035, 20.128], [8.912, 2.481, 19.067], [5.067, 8.735, 11.997], [13.224, 4.764, 20.256], [5.427, 5.417, 9.966], [9.377, 9.059, 16.220], [10.725, 10.900, 15.630], [7.089, 1.860, 19.972], [1.978, 7.470, 14.882], [9.157, 1.952, 14.122], [10.426, 2.961, 12.380], [12.250, 10.281, 16.094], [4.353, 4.446, 8.878], [3.759, 5.839, 13.297], [5.713, 8.425, 10.356], [8.470, 3.606, 15.764], [3.673, 0.177, 15.204], [8.498, 1.425, 17.674], [10.105, 0.622, 13.672], [6.804, 4.337, 19.745], [4.837, 0.965, 13.202], [4.236, 7.268, 9.760], [7.031, 4.564, 16.132], [1.874, 7.423, 13.107], [8.295, 6.651, 20.358], [6.988, 10.595, 10.508], [2.769, 1.638, 14.772], [8.558, 6.399, 15.735], [8.809, 5.682, 19.017]]}